# 1
This record from OMol25 describes a structure of composition C28H35AsAuBr2N4S2. The level of theory is ωB97M-V/def2-TZVPD.

Last column: Löwdin charge in e.
Geometry (Å):
Au -0.2481 -0.6556 0.0502  0.517
Br 0.7818 3.5358 1.7589  0.686
C -0.8516 4.1799 0.9446  -1.020
Br -2.0635 2.7364 0.5212  0.557
H -0.5901 4.6858 0.0254  -0.004
H -1.3440 4.8364 1.6484  -0.004
C -5.7127 -2.9801 -0.3363  -0.053
N -4.7787 -1.8702 -0.3244  -0.052
C -3.4698 -1.9451 -0.1053  -0.827
N -2.9150 -3.1205 0.1796  0.126
S -2.5843 -0.4929 -0.2678  0.561
H -6.7212 -2.5799 -0.3674  0.097
H -5.6201 -3.5882 0.5650  0.089
H -5.5651 -3.6193 -1.2098  0.096
H -5.1160 -0.9601 -0.5931  0.124
H -3.4981 -3.9192 0.3792  0.105
H -1.9846 -3.1140 0.5910  0.013
C 2.2192 -6.9012 -0.4172  0.022
C 2.1099 -5.4321 -0.1884  -0.326
C 0.9077 -4.5372 -0.5587  -0.127
C 1.1747 -3.3143 -1.3726  -0.178
C 0.0702 -2.9318 -2.2813  -0.029
C 2.3769 -2.6282 -1.2161  -0.246
As 2.7310 -0.6764 -1.5834  1.341
N 1.7811 -0.2068 -0.0697  -0.384
C 2.4503 0.3047 1.0243  -0.439
C 3.8346 0.6017 1.0329  -0.098
C 4.4670 1.0892 2.1620  -0.101
C 3.7573 1.3263 3.3302  -0.109
C 2.3917 1.0783 3.3384  -0.147
C 1.7514 0.5852 2.2187  -0.183
C 1.5714 -0.1452 -3.0601  -0.336
C 0.7832 1.0143 -3.0249  -0.272
C 0.8442 2.0232 -1.9047  -0.086
C -0.0550 1.2833 -4.1046  -0.005
C -0.0767 0.4846 -5.2363  -0.258
C -1.0239 0.7662 -6.3681  -0.043
C 0.8396 -0.5607 -5.3207  -0.016
C 1.6780 -0.8718 -4.2651  -0.314
C 2.7140 -1.9558 -4.4259  -0.064
C 3.4218 -3.2481 -0.5204  -0.140
C 4.7880 -2.6780 -0.3983  -0.035
C 3.2592 -4.5529 0.1058  -0.092
H 1.2386 -7.3752 -0.3781  0.094
H 2.8485 -7.3463 0.3534  0.102
H 2.6626 -7.1001 -1.3931  0.098
H -0.0022 -5.0573 -0.8460  0.158
H -0.8985 -3.1764 -1.8421  0.077
H 0.1661 -3.5304 -3.1984  0.129
H 0.0846 -1.8863 -2.5673  0.054
H 4.4023 0.4728 0.1195  0.054
H 5.5288 1.2995 2.1255  0.103
H 4.2567 1.7135 4.2075  0.099
H 1.8170 1.2875 4.2322  0.106
H 0.6830 0.3941 2.2408  0.059
H 1.8271 2.0449 -1.4380  0.064
H 0.1125 1.8034 -1.1276  -0.006
H 0.6371 3.0176 -2.3010  0.087
H -0.6905 2.1610 -4.0629  0.122
H -1.6569 1.6223 -6.1427  0.077
H -1.6643 -0.0979 -6.5522  0.084
H -0.4789 0.9727 -7.2904  0.087
H 0.9057 -1.1333 -6.2402  0.122
H 2.7114 -2.3505 -5.4402  0.084
H 2.5505 -2.7868 -3.7377  0.052
H 3.7096 -1.5536 -4.2195  0.080
H 4.9588 -1.8961 -1.1323  0.042
H 5.5296 -3.4688 -0.5322  0.103
H 4.9285 -2.2500 0.6012  0.121
H 4.1609 -5.0454 0.4444  0.162
S 0.3037 -2.9465 1.8206  0.840
C 1.0298 -4.0635 0.8981  -0.718
N 2.1862 -4.8050 1.1681  0.119

Forces on atoms 1 to 2 (eV/Å):
Au -0.3 0.4 -0.3
Br -0.3 0.3 -0.2

Calculated values
2S+1 = 1
total charge = +1
total energy = -9622.52507 Ha
orbital gap (alpha / beta) = 3.990 / 3.992 eV
relative energy (zero: lowest compared OMol25 entry of this formula, charge and spin) = 340.88 kJ/mol

=====

# 2
This record from OMol25 describes an isolated molecule of C5H10O. The level of theory is ωB97M-V/def2-TZVPD.

Last column: Löwdin charge in e.
Geometry (Å):
O -1.7796 -0.0710 0.8588  -0.057
C -1.1051 0.2237 -0.3653  -0.396
C -0.2268 -0.9742 -0.6929  -0.139
C 0.7420 -0.8657 0.5406  -0.178
C 1.2281 0.5710 0.2963  -0.187
C -0.0491 1.3228 -0.1765  -0.136
H -1.6465 -1.0212 0.9949  0.081
H -1.8751 0.4906 -1.0954  0.139
H -0.8172 -1.8739 -0.9116  0.115
H 0.3676 -0.7764 -1.5964  0.119
H 1.5209 -1.6260 0.5956  0.104
H 0.2365 -0.8780 1.5158  0.104
H 1.7032 1.0614 1.1484  0.105
H 1.9703 0.5205 -0.5071  0.104
H -0.3976 2.0765 0.5328  0.111
H 0.1285 1.8198 -1.1380  0.111

Forces on atoms 1 to 2 (eV/Å):
O -0.3 -0.1 0.0
C 0.1 0.1 -0.2

Calculated values
2S+1 = 1
total charge = 0
total energy = -271.73180 Ha
SMILES = OC1CCCC1
orbital gap = 11.058 eV
relative energy (zero: lowest compared OMol25 entry of this formula, charge and spin) = 54.65 kJ/mol

=====

# 3
This record from OMol25 describes an isolated molecule of C2H2O3. The level of theory is ωB97M-V/def2-TZVPD.

Last column: Löwdin charge in e.
Geometry (Å):
O 1.6068 0.1024 -0.0467  0.071
C 0.6446 -0.6432 0.0094  -0.092
C -0.7794 -0.0059 0.0351  -0.431
O -1.8164 -0.6426 -0.0500  0.116
O -0.7057 1.3540 -0.0075  0.113
H 0.8072 -1.7126 0.0691  0.130
H 0.2428 1.5479 -0.0094  0.094

Forces on atoms 1 to 2 (eV/Å):
O -1.1 -0.7 0.0
C 0.9 1.5 0.4

Calculated values
2S+1 = 1
total charge = 0
total energy = -303.12051 Ha
SMILES = O=CC(=O)O
orbital gap = 9.937 eV
relative energy (zero: lowest compared OMol25 entry of this formula, charge and spin) = 25.82 kJ/mol

=====

# 4
This record from OMol25 describes a structure of composition C10H27NO6Ti. The level of theory is ωB97M-V/def2-TZVPD.

Last column: Löwdin charge in e.
Geometry (Å):
Ti -0.3298 -0.5055 -0.1009  0.641
C -1.6087 0.3522 2.8747  -0.036
O -0.6378 -0.3840 2.0782  -0.320
C 0.6454 -0.4667 2.7154  -0.147
C 1.7716 -1.1951 1.8432  -0.159
N 1.8584 -0.5037 0.5677  -0.162
C 2.6638 -1.0721 -0.5418  -0.140
C 2.2736 -0.3984 -1.9273  -0.120
O 0.8666 -0.8351 -2.1410  -0.298
C 0.2863 -0.4444 -3.3685  -0.082
H -2.5702 0.2958 2.3645  0.089
H -1.4035 1.4227 2.8800  0.092
H -1.6777 -0.0644 3.8795  0.101
H 0.5673 -0.9760 3.6759  0.126
H 0.8864 0.5672 2.9627  0.122
H 1.5482 -2.2437 1.6467  0.126
H 2.7387 -1.1689 2.3454  0.125
H 2.4625 0.2067 0.9557  0.105
H 2.3720 -2.1064 -0.7242  0.124
H 3.7234 -1.0100 -0.2941  0.125
H 2.9612 -0.7798 -2.6822  0.124
H 2.4647 0.6725 -1.8581  0.116
H 0.5354 -1.1207 -4.1862  0.096
H 0.4154 0.6285 -3.5111  0.102
H -0.7199 -0.8087 -3.1613  0.083
C 0.4877 2.6735 0.1693  -0.230
C 0.7435 3.8337 -0.7910  -0.245
O -0.4085 4.5932 -0.8187  -0.038
O -0.4344 1.8132 -0.4489  -0.121
H 0.1410 2.9210 1.1726  0.128
H 1.4268 2.1483 0.3434  0.104
H 0.7952 3.4148 -1.7959  0.129
H 1.6292 4.3298 -0.3942  0.133
H -0.1449 5.5047 -0.9649  0.105
H -1.0980 2.4525 -0.7185  0.100
C -3.1446 -1.8519 -0.3338  -0.216
C -2.1231 -2.7925 0.3258  -0.201
O -0.8598 -2.9186 -0.3672  -0.092
O -2.6884 -0.5218 -0.2776  -0.112
H -4.1316 -2.0190 0.0976  0.131
H -3.3190 -2.1518 -1.3671  0.123
H -2.5324 -3.8026 0.3394  0.129
H -1.9971 -2.5122 1.3715  0.121
H -1.0946 -3.2767 -1.2264  0.101
H -3.3404 0.1005 -0.6081  0.119

Forces on atoms 1 to 2 (eV/Å):
Ti -0.1 0.2 -1.3
C 0.1 -0.2 -0.8

Calculated values
2S+1 = 4
total charge = +1
total energy = -1752.51571 Ha
orbital gap (alpha / beta) = 4.621 / 10.818 eV
relative energy (zero: lowest compared OMol25 entry of this formula, charge and spin) = 103.32 kJ/mol

=====

- Which value of total charge does entry 3 give?
  0